No. 1
This record from the OMol25 dataset describes 5 unconnected molecules or ions with the total composition C35H41F5N2O4P in a non-equilibrium geometry. The level of theory is ωB97M-V with the def2-TZVPD basis set.

CARTESIAN COORDINATES (ANGSTROEM)
1 C -1.806 -1.272 3.206
2 C -0.659 -0.648 2.490
3 C -0.239 -1.223 1.014
4 C 1.262 -1.874 0.917
5 C 1.413 -2.427 -0.655
6 O 2.381 -3.536 -0.739
7 O 2.749 -3.765 -1.978
8 C 2.411 -0.687 1.061
9 O 2.335 0.368 1.874
10 O 3.650 -0.828 0.245
11 N 1.503 -3.078 1.796
12 C 2.010 -2.726 3.173
13 C 3.634 -2.862 3.376
14 C 4.162 -4.369 3.748
15 C 4.944 -5.093 2.494
16 F 5.109 -6.540 2.897
17 F 4.036 -4.997 1.301
18 C 6.460 -4.531 2.217
19 F 7.388 -4.708 3.369
20 F 7.012 -5.336 1.064
21 F 6.534 -3.112 1.795
22 P 0.130 -4.230 1.808
23 N 0.673 -5.738 2.088
24 H -2.151 -0.872 4.257
25 H -2.300 -2.221 2.690
26 H -0.098 0.272 3.000
27 H -0.238 -0.280 0.281
28 H -1.101 -1.927 0.584
29 H 1.639 -1.554 -1.417
30 H 0.333 -2.838 -0.951
31 H 3.728 -4.038 -1.995
32 H 1.699 -1.671 3.571
33 H 1.515 -3.514 3.922
34 H 4.160 -2.386 2.432
35 H 3.913 -2.151 4.289
36 H 4.945 -4.236 4.637
37 H 3.286 -5.026 4.172
38 H -0.875 -3.896 2.820
39 H -0.569 -4.229 0.529
40 H 1.709 -5.621 2.224
41 C -2.194 2.385 0.719
42 C -3.038 1.484 1.367
43 C -4.413 1.714 1.398
44 C -4.946 2.842 0.772
45 C -4.102 3.740 0.120
46 C -2.726 3.515 0.097
47 H -1.122 2.207 0.698
48 H -2.624 0.602 1.850
49 H -5.070 1.016 1.910
50 H -6.018 3.018 0.792
51 H -4.517 4.618 -0.369
52 H -2.068 4.219 -0.406
53 C 0.563 6.966 -4.186
54 C 0.939 6.575 -2.901
55 C 0.373 5.440 -2.323
56 C -0.563 4.688 -3.034
57 C -0.936 5.077 -4.320
58 C -0.377 6.218 -4.895
59 H 1.002 7.853 -4.634
60 H 1.674 7.157 -2.349
61 H 0.661 5.139 -1.319
62 H -1.000 3.800 -2.586
63 H -1.664 4.490 -4.875
64 H -0.672 6.523 -5.895
65 C -5.288 -1.513 4.170
66 C -4.912 -1.904 5.454
67 C -5.478 -3.040 6.032
68 C -6.414 -3.791 5.321
69 C -6.787 -3.403 4.035
70 C -6.228 -2.261 3.460
71 H -4.849 -0.626 3.721
72 H -4.178 -1.322 6.006
73 H -5.190 -3.340 7.036
74 H -6.851 -4.679 5.770
75 H -7.515 -3.989 3.480
76 H -6.523 -1.956 2.460
77 C 1.999 2.932 -8.643
78 C 2.743 3.927 -9.276
79 C 2.937 5.158 -8.651
80 C 2.395 5.391 -7.387
81 C 1.654 4.394 -6.752
82 C 1.452 3.166 -7.382
83 H 1.845 1.973 -9.133
84 H 3.172 3.743 -10.258
85 H 3.511 5.935 -9.147
86 H 2.550 6.348 -6.897
87 H 1.232 4.575 -5.766
88 H 0.870 2.392 -6.890

Atoms 1-6, force components in eV/Å:
3.499 1.298 -2.172
-3.126 -2.011 1.922
-0.283 1.571 0.152
0.465 0.463 -2.333
-1.261 0.483 -0.534
-2.021 1.957 5.292

- Molecular weight: 679.687 g mol⁻¹
- Largest force on an atom: 0.1512 hartree/bohr
- Gap between HOMO and LUMO: 7.11 eV
- Total charge: -1
- Energy: -2609.04069 a.u.
- Spin multiplicity: 1
- E_HOMO: -4.8536 eV

No. 2
This record from the OMol25 dataset describes a molecular structure, C35H42BrMnN7OSi. The level of theory is ωB97M-V with the def2-TZVPD basis set.

CARTESIAN COORDINATES (ANGSTROEM)
1 Mn -0.065 -0.364 0.130
2 C -5.195 3.694 2.366
3 C -4.443 2.471 1.925
4 C -4.828 1.733 0.805
5 C -4.081 0.661 0.374
6 C -2.908 0.227 1.022
7 N -2.128 -0.788 0.477
8 C -2.817 -1.927 0.103
9 C -3.886 -2.426 0.881
10 C -4.580 -3.570 0.558
11 C -4.243 -4.337 -0.558
12 C -4.957 -5.619 -0.876
13 C -3.180 -3.889 -1.320
14 C -2.499 -2.716 -1.015
15 N -1.433 -2.362 -1.896
16 C -1.401 -2.515 -3.234
17 C -0.088 -2.400 -3.639
18 C 0.620 -2.182 -2.448
19 N -0.194 -2.164 -1.406
20 C -2.555 0.959 2.166
21 C -3.298 2.063 2.583
22 N -1.410 0.630 2.955
23 C -1.222 0.859 4.273
24 C 0.055 0.456 4.586
25 C 0.587 -0.004 3.373
26 N -0.312 0.091 2.408
27 H -6.253 3.618 2.115
28 H -4.809 4.594 1.886
29 H -5.116 3.837 3.444
30 H -5.714 2.019 0.251
31 H -4.384 0.121 -0.512
32 H -4.163 -1.872 1.766
33 H -5.391 -3.890 1.200
34 H -5.987 -5.588 -0.520
35 H -4.474 -6.476 -0.402
36 H -4.980 -5.809 -1.949
37 H -2.848 -4.467 -2.174
38 H -2.305 -2.705 -3.785
39 H 0.294 -2.465 -4.641
40 H 1.671 -2.009 -2.283
41 H -2.952 2.637 3.433
42 H -2.009 1.249 4.890
43 H 0.523 0.477 5.551
44 H 1.551 -0.430 3.142
45 C 3.971 3.477 1.653
46 C 2.562 3.447 1.143
47 C 1.806 4.600 0.952
48 C 0.500 4.511 0.506
49 C -0.009 3.245 0.253
50 Br -1.805 3.105 -0.333
51 N 0.683 2.129 0.422
52 C 1.943 2.236 0.865
53 H 4.406 4.470 1.545
54 H 4.600 2.769 1.115
55 H 4.010 3.207 2.709
56 H 2.239 5.571 1.158
57 H -0.116 5.386 0.362
58 H 2.469 1.296 0.993
59 C 2.491 0.876 -2.638
60 N 1.351 1.147 -3.501
61 C 1.645 1.564 -4.860
62 C 0.094 1.024 -3.029
63 C -1.070 1.351 -3.929
64 O -0.140 0.673 -1.874
65 H 3.066 1.791 -2.477
66 H 3.142 0.132 -3.103
67 H 2.154 0.489 -1.677
68 H 2.724 1.517 -4.996
69 H 1.327 2.590 -5.053
70 H 1.187 0.903 -5.596
71 H -0.814 1.623 -4.946
72 H -1.618 2.170 -3.462
73 H -1.725 0.481 -3.934
74 C 5.569 -0.668 2.361
75 Si 4.866 -1.761 1.006
76 C 5.858 -1.501 -0.565
77 C 4.989 -3.550 1.535
78 C 3.132 -1.303 0.703
79 C 1.963 -0.998 0.500
80 H 6.565 -0.996 2.660
81 H 4.927 -0.691 3.241
82 H 5.642 0.368 2.030
83 H 6.908 -1.759 -0.422
84 H 5.806 -0.461 -0.886
85 H 5.464 -2.120 -1.371
86 H 6.031 -3.833 1.695
87 H 4.568 -4.210 0.778
88 H 4.444 -3.721 2.462

Atoms 1-6, force components in eV/Å:
0.040 0.029 0.137
-0.059 0.002 0.027
0.062 -0.110 0.008
0.016 0.034 0.109
0.023 -0.131 0.058
0.022 0.083 0.004

- Molecular weight: 739.697 g mol⁻¹
- Largest force on an atom: 0.0083 hartree/bohr
- Energy relative to the best compared isomer or geometry (same formula, charge and spin): 16.1 kJ/mol
- Gap between HOMO and LUMO (alpha / beta): 6.86 / 6.94 eV
- Energy: -5831.99141 a.u.
- ⟨S²⟩: 8.755
- Spin multiplicity: 6
- E_HOMO (alpha / beta): -6.3956 / -6.4773 eV